Here is a structure of composition C59H74BiBr2ClIN8O2P from the Open Molecules 2025 dataset. Energies are from ωB97M-V/def2-TZVPD.

The geometry in XYZ format:
```
149
Properties=species:S:1:pos:R:3:lowdin_charge:R:1
Bi 1.01264 -1.15791 0.81290 2.00
Br -2.29452 -3.16091 4.61332 0.74
C -2.99198 -3.43192 2.86269 -0.61
C -4.11801 -4.23854 2.73261 -0.20
C -4.69746 -4.41222 1.50917 -0.64
Br -6.22204 -5.56050 1.37898 0.68
C -4.20162 -3.73807 0.37107 -0.20
C -4.81062 -3.79029 -0.89985 -0.06
C -4.31478 -3.03553 -1.92025 -0.06
C -3.18273 -2.24189 -1.68194 -0.15
N -2.55258 -2.20610 -0.53188 0.14
C -3.03937 -2.92234 0.50464 -0.13
C -2.33643 -2.78871 1.78906 -0.47
O -1.25979 -2.14938 1.93664 -0.26
H -4.53060 -4.72300 3.60694 0.08
H -5.68302 -4.41369 -1.04332 0.06
H -4.77762 -3.03716 -2.89893 0.10
H -2.79226 -1.61039 -2.47083 0.09
Cl 5.02148 -1.24345 6.91442 0.63
C 4.00148 -0.73901 5.58446 -0.62
C 3.28160 0.42111 5.69053 -0.18
C 2.47098 0.85971 4.64036 -0.63
I 1.42338 2.65236 4.80194 0.96
C 2.31906 0.14442 3.44600 -0.47
O 1.59457 0.52309 2.47107 -0.26
C 3.07906 -1.08899 3.37353 -0.15
N 2.95203 -1.79660 2.22283 0.02
C 3.70813 -2.84952 2.00788 -0.16
C 4.60719 -3.32622 2.97158 -0.06
C 4.69560 -2.68769 4.17763 -0.02
C 3.93745 -1.52133 4.41255 -0.19
H 3.34969 1.00835 6.59598 0.09
H 3.58339 -3.33638 1.04831 0.11
H 5.20786 -4.19883 2.75398 0.11
H 5.35792 -3.05274 4.95084 0.09
C 0.21376 2.37962 -0.13724 -0.24
C 1.43360 2.49730 -1.08384 -0.30
C 1.28598 1.78693 -2.42093 -0.05
C 2.73043 2.16338 -0.36752 -0.12
C 3.45366 3.27115 0.06954 -0.04
C 4.73704 3.17133 0.57193 -0.08
C 5.32437 1.92361 0.62552 -0.06
C 4.62836 0.77693 0.25399 -0.13
C 5.36785 -0.54735 0.39120 -0.37
C 6.03074 -0.70926 1.76393 -0.06
C 6.42724 -0.70370 -0.70509 -0.06
C 3.30299 0.87839 -0.21851 -0.18
N 2.55970 -0.31197 -0.47173 -0.17
C 3.10123 -1.28804 -1.31500 -0.24
C 2.58096 -2.53290 -1.35621 -0.24
N 1.51634 -2.86746 -0.52177 -0.19
C 0.71893 -4.01831 -0.78583 -0.17
C 0.51206 -4.96380 0.24537 -0.13
C -0.23852 -6.10841 0.01139 -0.05
C -0.80975 -6.35524 -1.22000 -0.09
C -0.63564 -5.41996 -2.21958 -0.06
C 0.10005 -4.24952 -2.03945 -0.13
C 0.06765 -3.33181 -3.25677 -0.37
C 0.02267 -1.84161 -2.98693 -0.09
C 1.14654 -3.66500 -4.29718 -0.06
C 1.14118 -4.83052 1.61486 -0.38
C 0.12526 -4.90137 2.75350 -0.07
C 2.24743 -5.87427 1.80191 -0.07
H 0.22877 3.27672 0.48106 0.10
H 0.36296 1.52463 0.53808 0.05
H -1.41471 1.35603 -0.87539 0.07
H 1.52183 3.55908 -1.31910 0.10
H 0.80001 0.83417 -2.31190 0.05
H 2.26544 1.62701 -2.88078 0.08
H 0.68880 2.39331 -3.10082 0.05
H 2.99056 4.24752 -0.02296 0.11
H 5.27457 4.05364 0.89759 0.09
H 6.34215 1.83130 0.98498 0.10
H 4.64618 -1.35457 0.27719 0.08
H 6.90537 -0.06421 1.86622 0.07
H 6.36558 -1.74092 1.89977 0.07
H 5.33775 -0.46416 2.57088 0.07
H 7.16714 0.09753 -0.63597 0.08
H 5.98594 -0.66560 -1.70097 0.06
H 6.94694 -1.66030 -0.60028 0.08
H 3.90511 -0.99683 -1.97860 0.11
H 2.99368 -3.29566 -2.00716 0.11
H -0.37326 -6.82247 0.81567 0.11
H -1.40676 -7.24262 -1.38979 0.09
H -1.11352 -5.58045 -3.18065 0.11
H -0.88678 -3.57977 -3.73167 0.12
H 1.01632 -1.45887 -2.79489 0.04
H -0.61445 -1.61528 -2.13418 0.05
H -0.37693 -1.31817 -3.85979 0.09
H 2.11051 -3.23586 -4.02411 0.06
H 0.86470 -3.25381 -5.26983 0.07
H 1.26526 -4.74558 -4.40521 0.07
H 1.60449 -3.85586 1.67174 0.05
H -0.42092 -5.84729 2.75552 0.08
H -0.59406 -4.08597 2.67447 0.01
H 0.63431 -4.80527 3.71661 0.08
H 1.82897 -6.88306 1.82447 0.07
H 2.77369 -5.70430 2.74545 0.07
H 2.97451 -5.83166 0.98635 0.08
N -1.08250 2.30769 -0.78099 -0.16
P -2.39824 3.39086 -0.43652 1.03
N -2.28591 3.39874 1.54121 -0.28
C -1.45461 2.63090 2.45339 -0.31
C -1.86375 1.16133 2.57686 -0.20
C -3.33151 1.06093 2.98989 -0.21
C -4.20837 1.92577 2.08705 -0.21
C -3.65047 3.35267 2.02703 -0.34
N -2.84539 3.38529 -2.44252 -0.28
C -4.17925 3.83757 -2.66513 -0.35
C -5.07107 2.82069 -3.38811 -0.21
C -4.40992 2.41811 -4.70194 -0.24
C -3.01781 1.86922 -4.41067 -0.21
C -2.19817 2.89826 -3.61954 -0.31
N -1.42556 4.85436 -0.52316 -0.27
C -0.70365 5.20762 -1.72791 -0.24
C -1.42819 6.23370 -2.60100 -0.20
C -1.80686 7.46608 -1.78303 -0.22
C -2.58997 7.03890 -0.54332 -0.20
C -1.77738 6.01725 0.25702 -0.25
H -1.52349 3.07687 3.46857 0.08
H -0.40870 2.70122 2.16672 0.04
H -1.23062 0.64847 3.30877 0.09
H -1.71463 0.66047 1.61254 0.08
H -3.42963 1.41590 4.02516 0.10
H -3.66561 0.01893 2.97553 0.10
H -5.24860 1.91881 2.43673 0.09
H -4.19279 1.53124 1.06520 0.09
H -3.69620 3.79034 3.04356 0.10
H -4.28288 3.96713 1.37636 0.07
H -4.21963 4.78008 -3.26804 0.09
H -4.61143 4.07344 -1.68141 0.07
H -6.06695 3.24564 -3.56547 0.09
H -5.18586 1.94101 -2.74553 0.10
H -4.30973 3.31395 -5.32973 0.10
H -5.01830 1.69616 -5.25779 0.09
H -2.49516 1.61175 -5.34064 0.09
H -3.10796 0.95374 -3.81508 0.10
H -1.94704 3.72386 -4.33603 0.10
H -1.25373 2.43757 -3.31922 0.06
H -0.51449 4.30391 -2.30278 0.08
H 0.27354 5.63619 -1.43230 0.11
H -2.33099 5.75964 -2.99045 0.08
H -0.79278 6.51302 -3.44912 0.10
H -2.38129 8.17206 -2.39195 0.09
H -0.89371 7.98422 -1.45859 0.10
H -3.53483 6.57568 -0.84749 0.10
H -2.81992 7.90648 0.08633 0.10
H -2.30976 5.68405 1.14495 0.09
H -0.84863 6.51196 0.59614 0.11
```

Summary:
frontier orbital gap: 4.3 eV
LUMO: 3.30 eV
HOMO energy: -0.96 eV
energy above the lowest of the compared OMol25 structures with the same formula, charge and spin: 2.7125 eV
total charge: -2

Here is a cluster of 13 separate species, C59H87N17O3P in total in a non-equilibrium geometry from the Open Molecules 2025 dataset. Energies are from ωB97M-V/def2-TZVPD.

The geometry in XYZ format:
```
167
Properties=species:S:1:pos:R:3:lowdin_charge:R:1
C 2.96056 -2.63134 0.29051 -0.09
C 1.44444 -2.59122 -0.23490 -0.23
C 1.35125 -2.45228 -1.80365 -0.21
C -0.17224 -2.33332 -2.25761 -0.20
C -0.29168 -2.05341 -3.82627 -0.18
C -1.35686 -0.93692 -4.15042 -0.21
C -2.85636 -1.43216 -4.19260 -0.19
C -3.92356 -0.29258 -4.46184 -0.15
C -4.45503 0.47683 -3.16817 -0.10
C -3.40594 0.52082 -1.99912 -0.06
C -3.45862 -0.56576 -1.02012 -0.02
C -4.49757 -1.74943 -1.05645 -0.20
N -5.57053 -1.58259 -0.03000 -0.10
C -6.92560 -1.51731 -0.64662 -0.13
C -2.48687 -0.56262 0.10198 -0.02
C -2.58344 -1.68564 1.14629 -0.15
C -3.02659 -1.30868 2.51818 0.01
C -3.09197 -2.39548 3.50398 -0.12
N -2.81537 -3.72132 3.30727 0.04
C -2.39629 -4.01952 2.04284 -0.13
C -2.24299 -3.09813 0.90913 0.01
C -1.47733 0.53844 0.13596 -0.06
C -0.43271 0.48407 1.31229 -0.15
C -0.56166 1.69118 2.33966 -0.18
C 0.86993 1.86173 3.02804 -0.16
C 1.65787 3.13726 2.55588 -0.18
N 3.15784 2.93959 2.56978 0.03
C 3.59990 2.28044 1.36200 -0.47
C 4.42210 2.97948 0.22590 -0.02
O 3.36219 1.09065 1.20601 0.03
C -1.47162 1.62293 -0.89129 -0.14
P -0.12744 2.93030 -0.67328 0.93
O -0.09556 4.07646 -1.89988 -0.27
O 1.39344 2.03352 -0.87957 -0.33
N -2.46146 1.54790 -1.88778 0.01
C -2.54725 2.59540 -2.89107 -0.21
C -3.18249 3.87241 -2.47581 -0.01
C -3.30175 5.01368 -3.40484 -0.06
C -2.78171 4.93943 -4.78915 -0.05
C -2.15238 3.66273 -5.20458 -0.04
C -2.05023 2.52613 -4.25905 0.00
H 2.95123 -2.06061 1.26913 0.07
H 3.30655 -3.68177 0.52363 0.04
H 3.65512 -2.10038 -0.41455 0.06
H 0.96601 -3.54177 0.12323 0.10
H 0.97134 -1.68659 0.23129 0.08
H 1.79072 -3.38520 -2.26624 0.12
H 1.95994 -1.58995 -2.19790 0.09
H -0.65360 -3.32611 -2.06222 0.08
H -0.64399 -1.49904 -1.67161 0.09
H -0.42564 -2.98356 -4.43750 0.10
H 0.71758 -1.63102 -4.12547 0.11
H -1.16478 -0.08368 -3.44109 0.09
H -1.12251 -0.54524 -5.19187 0.11
H -2.92844 -2.14975 -5.06779 0.12
H -3.03644 -2.05773 -3.27508 0.05
H -4.81737 -0.78721 -4.97198 0.09
H -3.48372 0.45571 -5.17156 0.10
H -5.39363 -0.05355 -2.83434 0.10
H -4.78246 1.49671 -3.49704 0.11
H -3.98926 -2.74062 -0.89394 0.07
H -4.97656 -1.84567 -2.07678 0.10
H -5.37656 -0.67263 0.40558 0.09
H -7.04264 -2.16088 -1.55484 0.08
H -7.20023 -0.43805 -0.84520 0.08
H -7.64222 -1.93737 0.12233 0.08
H -3.27826 -0.26509 2.82311 0.05
H -3.41165 -2.10221 4.54152 0.11
H -2.15098 -5.09757 1.83853 0.11
H -1.91289 -3.43949 -0.09891 0.08
H 0.62290 0.49028 0.90394 0.09
H -0.51028 -0.46082 1.91595 0.12
H -0.95090 2.63481 1.88712 0.06
H -1.24395 1.35104 3.17439 0.08
H 0.72328 1.94738 4.14117 0.06
H 1.51347 0.94610 2.87989 0.11
H 1.47417 3.99850 3.26605 0.12
H 1.38152 3.50688 1.53069 0.08
H 3.57765 3.88119 2.51894 0.05
H 5.53536 2.81691 0.35084 0.09
H 4.17803 2.52416 -0.77756 0.06
H 4.24419 4.08010 0.12891 0.03
H 0.75085 4.07104 -2.38881 0.06
H 2.03288 2.71585 -1.15920 0.00
H -3.59425 3.98482 -1.44435 0.11
H -3.78166 5.95227 -3.01941 0.10
H -2.84727 5.81321 -5.48199 0.10
H -1.73718 3.58156 -6.24198 0.11
H -1.53557 1.61390 -4.63398 0.09
C -2.55334 -5.41196 -4.75654 -0.08
C -2.78181 -4.59912 -3.53697 -0.21
N -2.95919 -3.96367 -2.59416 0.16
H -1.49823 -5.38121 -5.02833 0.08
H -2.84399 -6.44616 -4.57043 0.08
H -3.14979 -5.01670 -5.59383 0.02
C 2.18246 0.98838 7.54388 -0.09
C 0.89778 1.29759 6.86749 -0.25
N -0.09320 1.53700 6.33615 0.12
H 3.01233 1.18602 6.86801 0.07
H 2.29112 1.60831 8.43314 0.08
H 2.20467 -0.05886 7.83645 0.06
C 3.51834 -6.07079 2.89905 -0.07
C 3.57672 -6.25103 1.42732 -0.28
N 3.62165 -6.39024 0.28670 0.12
H 2.56975 -6.44138 3.28086 0.03
H 4.33090 -6.62106 3.37242 0.08
H 3.61271 -5.01322 3.14640 0.08
C -3.33100 3.06500 4.88942 -0.04
C -3.67285 2.27877 3.67956 -0.25
N -3.93797 1.66380 2.74423 0.14
H -3.68828 4.08873 4.77860 0.08
H -3.79858 2.61689 5.76561 0.09
H -2.24894 3.07600 5.02946 0.06
C -2.56639 6.42574 0.82365 -0.02
C -1.74262 5.20495 0.66546 -0.12
N -1.08709 4.25524 0.54144 0.00
H -2.88185 6.78901 -0.15543 0.08
H -3.44848 6.19971 1.42280 0.09
H -1.98510 7.20185 1.32171 0.09
C -7.83672 0.96098 -5.59845 -0.06
C -7.44516 -0.44783 -5.84961 -0.28
N -7.14094 -1.53904 -6.04380 0.13
H -7.91672 1.13732 -4.52583 0.07
H -7.08699 1.63332 -6.01562 0.08
H -8.79920 1.16641 -6.06608 0.08
C 6.41812 1.55337 8.31453 -0.05
C 5.35037 0.52675 8.39495 -0.24
N 4.52337 -0.26988 8.45737 0.13
H 6.89746 1.51351 7.33595 0.03
H 5.99118 2.54531 8.46134 0.08
H 7.16664 1.37093 9.08528 0.08
C 3.84227 7.85643 -0.34629 -0.06
C 3.05416 6.64319 -0.66956 -0.24
N 2.44357 5.70252 -0.92024 0.16
H 4.19575 7.80248 0.68343 0.06
H 4.69962 7.92943 -1.01512 0.08
H 3.22104 8.74383 -0.46512 0.08
C 8.77944 -0.60437 4.77334 -0.06
C 8.57624 0.79840 5.21124 -0.26
N 8.41865 1.88579 5.55095 0.12
H 9.77887 -0.71999 4.35492 0.08
H 8.66881 -1.27695 5.62360 0.08
H 8.04235 -0.86519 4.01429 0.08
C 7.61194 5.55883 1.56250 -0.04
C 6.16857 5.54880 1.90269 -0.23
N 5.05037 5.54100 2.16860 0.15
H 7.79253 6.24518 0.73551 0.08
H 8.19299 5.88031 2.42643 0.09
H 7.92996 4.55794 1.27148 0.08
C -2.75629 -7.92962 -8.25289 -0.05
C -2.96115 -6.55091 -7.74593 -0.21
N -3.12000 -5.48221 -7.35285 0.13
H -1.76714 -8.01502 -8.70191 0.08
H -2.83820 -8.64208 -7.43224 0.08
H -3.51035 -8.16285 -9.00401 0.08
C 0.25724 -9.06890 3.52866 -0.06
C 1.08220 -8.28173 4.47758 -0.27
N 1.72159 -7.67160 5.21303 0.13
H -0.72562 -9.25586 3.96036 0.08
H 0.13829 -8.51736 2.59610 0.08
H 0.74220 -10.02198 3.31956 0.08
C 4.96065 0.13536 -2.12141 -0.07
C 4.51640 -0.77326 -3.20673 -0.28
N 4.17220 -1.47599 -4.04875 0.13
H 5.80751 -0.30339 -1.59402 0.09
H 5.26166 1.09507 -2.54217 0.07
H 4.14428 0.29542 -1.41384 0.05
```

Summary:
frontier orbital gap: 5.5 eV
LUMO: -2.62 eV
HOMO energy: -8.16 eV
total charge: +1